Entry 1:
50
Properties=species:S:1:pos:R:3:nbo_charge:R:1 method="wB97M-V/def2-TZVPD" molar_mass_g_mol=330.124 energy_ev=-43173.9542 charge=+1 e_homo_ev=-11.1 homo_lumo_gap_ev=5.8
Mg 0.05 -2.05 -1.52 1.76
Cl 0.40 -0.18 -0.26 -0.80
C -2.55 7.17 0.24 -0.26
O -2.70 5.77 0.19 -0.53
C -1.49 5.17 -0.26 -0.09
C -1.79 3.70 -0.57 -0.08
O -2.56 3.09 0.45 -0.52
C -1.78 2.49 1.47 -0.26
H -3.27 7.58 0.95 0.20
H -2.78 7.61 -0.74 0.17
H -1.57 7.55 0.53 0.17
H -0.73 5.29 0.52 0.16
H -1.11 5.69 -1.14 0.17
H -0.82 3.21 -0.74 0.16
H -2.42 3.66 -1.46 0.19
H -1.06 1.79 1.04 0.16
H -2.53 1.94 2.05 0.19
H -1.26 3.19 2.14 0.17
C 3.72 -1.46 -3.06 -0.25
O 2.29 -1.44 -2.98 -0.59
C 1.71 -1.18 -4.24 -0.10
C 0.25 -0.97 -3.91 -0.13
O -0.22 -2.28 -3.44 -0.71
C -0.67 -3.19 -4.45 -0.26
H 4.09 -0.45 -3.26 0.19
H 4.01 -2.09 -3.91 0.18
H 4.18 -1.81 -2.14 0.22
H 1.80 -2.04 -4.91 0.18
H 2.17 -0.31 -4.72 0.21
H -0.41 -0.74 -4.75 0.22
H 0.18 -0.13 -3.21 0.25
H -1.08 -2.64 -5.30 0.21
H -1.50 -3.79 -4.10 0.22
H 0.14 -3.85 -4.76 0.21
C 1.88 -4.72 5.20 -0.25
O 0.90 -3.85 4.70 -0.51
C 1.29 -3.39 3.42 -0.08
C 0.60 -2.08 3.06 -0.07
O -0.64 -1.96 3.74 -0.53
C -1.41 -0.86 3.23 -0.25
H 2.87 -4.26 5.29 0.16
H 2.03 -5.62 4.59 0.16
H 1.60 -5.03 6.21 0.20
H 1.09 -4.21 2.72 0.15
H 2.36 -3.16 3.41 0.17
H 0.43 -2.06 1.98 0.14
H 1.17 -1.21 3.40 0.18
H -1.90 -1.24 2.33 0.16
H -0.82 0.02 2.98 0.17
H -2.13 -0.65 4.02 0.21

***

Entry 2:
75
Properties=species:S:1:pos:R:3:mulliken_charge:R:1 method="wB97M-V/def2-TZVPD" molar_mass_g_mol=533.524 smiles="O=C1N[C@H](O)C[C@@H]1O.CCOC(=O)OC.CCOC(=O)OC.CCOC(=O)OC.CCOC(=O)OC" energy_ev=-53576.2153 charge=0 e_homo_ev=-10.0 homo_lumo_gap_ev=10.5
O 0.47 1.08 5.83 -0.58
C -0.19 1.88 5.21 0.15
N -1.54 1.69 4.85 -0.33
C -2.09 2.91 4.24 -0.04
O -2.42 2.77 2.88 -0.43
C -1.03 3.99 4.53 -0.88
C 0.27 3.22 4.66 0.35
O 0.77 2.99 3.34 -0.49
H -1.67 0.85 4.29 0.29
H -3.04 3.13 4.75 0.39
H -1.81 2.15 2.46 0.24
H -1.25 4.52 5.47 0.37
H -1.00 4.69 3.69 0.35
H 1.03 3.71 5.29 0.34
H 1.36 2.23 3.34 0.27
C -3.88 3.38 -4.30 -0.86
C -3.71 4.66 -3.50 -0.18
O -4.58 4.69 -2.35 -0.39
C -4.17 3.97 -1.31 0.75
O -3.14 3.35 -1.24 -0.56
O -5.08 4.05 -0.35 -0.38
C -4.79 3.23 0.80 -0.45
H -4.92 3.25 -4.59 0.29
H -3.26 3.44 -5.20 0.36
H -3.56 2.52 -3.71 0.10
H -4.02 5.53 -4.08 0.31
H -2.68 4.80 -3.17 0.29
H -3.80 3.43 1.19 0.26
H -4.86 2.18 0.53 0.22
H -5.55 3.48 1.54 0.26
C 4.56 -0.88 3.96 -1.21
C 3.18 -0.82 3.34 0.00
O 3.18 -0.04 2.13 -0.28
C 3.68 -0.65 1.06 0.72
O 4.04 -1.80 1.01 -0.56
O 3.72 0.22 0.05 -0.32
C 4.30 -0.30 -1.15 -0.38
H 4.95 0.12 4.13 0.29
H 4.50 -1.40 4.92 0.39
H 5.25 -1.42 3.31 0.32
H 2.49 -0.29 4.00 0.18
H 2.78 -1.81 3.14 0.30
H 3.79 -1.21 -1.47 -0.01
H 5.36 -0.52 -0.99 0.34
H 4.18 0.48 -1.89 0.23
C 2.84 -4.51 -1.41 -1.11
C 2.31 -3.75 -2.60 0.15
O 3.26 -3.70 -3.69 -0.35
C 3.34 -4.81 -4.42 0.71
O 2.66 -5.80 -4.29 -0.55
O 4.29 -4.64 -5.34 -0.35
C 4.49 -5.76 -6.20 -0.64
H 3.79 -4.09 -1.08 0.28
H 2.13 -4.43 -0.59 0.34
H 2.98 -5.57 -1.65 0.39
H 2.15 -2.70 -2.36 -0.11
H 1.37 -4.16 -2.97 0.42
H 3.56 -6.04 -6.69 0.30
H 4.87 -6.61 -5.64 0.29
H 5.22 -5.44 -6.94 0.22
C -0.27 -0.51 -1.34 -0.96
C -1.67 -0.41 -1.90 -0.18
O -2.56 -1.39 -1.33 -0.39
C -2.97 -1.15 -0.09 0.77
O -2.69 -0.19 0.58 -0.52
O -3.78 -2.14 0.28 -0.36
C -4.31 -2.01 1.61 -0.57
H 0.12 -1.52 -1.48 0.19
H 0.38 0.19 -1.86 0.47
H -0.25 -0.27 -0.28 0.23
H -1.68 -0.64 -2.97 0.36
H -2.09 0.59 -1.75 0.21
H -4.82 -1.06 1.73 0.25
H -3.51 -2.09 2.34 0.27
H -5.00 -2.84 1.72 0.21

***

Entry 3:
30
Properties=species:S:1:pos:R:3:nbo_charge:R:1 method="wB97M-V/def2-TZVPD" molar_mass_g_mol=201.273 energy_ev=-17126.6018 charge=+2 e_homo_ev=-14.9 homo_lumo_gap_ev=6.2
N -4.15 2.42 0.24 -0.81
C -3.97 1.90 -1.20 -0.23
C -3.84 0.23 -1.17 -0.26
N -2.35 -0.03 -0.89 -0.34
C -1.36 -0.03 -2.04 0.10
C 0.26 -0.27 -1.69 -0.18
C 0.71 -0.49 -0.13 -0.02
C 2.27 -0.69 0.40 0.03
C 2.82 0.00 1.82 -0.21
C 4.38 -0.26 2.36 0.10
N 5.37 -1.12 1.55 -0.51
C 4.93 -1.73 0.23 0.11
C 3.42 -1.59 -0.41 -0.20
C -0.45 -0.52 1.05 -0.19
C -2.00 -0.27 0.58 0.07
H -3.16 2.57 0.61 0.36
H -4.66 1.70 0.81 0.36
H -4.80 2.27 -1.93 0.25
H -2.93 2.35 -1.56 0.21
H -4.22 -0.26 -2.16 0.27
H -4.52 -0.23 -0.30 0.25
H -1.71 0.14 -3.15 0.30
H 1.05 -0.28 -2.56 0.29
H 2.05 0.67 2.43 0.29
H 4.79 0.18 3.38 0.30
H 6.35 -1.26 1.91 0.48
H 5.73 -2.35 -0.38 0.29
H 3.06 -2.07 -1.42 0.29
H -0.23 -0.70 2.20 0.29
H -2.84 -0.28 1.42 0.30

***

Entry 4:
90
Properties=species:S:1:pos:R:3:lowdin_spin:R:1 method="wB97M-V/def2-TZVPD" molar_mass_g_mol=837.666 multiplicity=5 energy_ev=-109547.6231 s_squared=6.03 charge=-2 e_homo_ev="0.0 / -1.1" homo_lumo_gap_ev="4.2 / 5.3"
Cr -0.39 0.26 0.06 3.49
C 5.52 -1.30 0.36 0.00
C 4.11 -1.05 0.87 0.02
C 3.82 -0.02 1.75 0.00
C 2.52 0.22 2.16 0.03
C 1.44 -0.55 1.69 0.01
N 0.13 -0.21 1.95 0.01
C -0.38 0.14 3.16 0.00
C 0.33 -0.12 4.36 0.00
C -0.17 0.21 5.60 0.00
C -1.42 0.80 5.74 0.00
C -1.99 1.16 7.09 0.00
C -2.15 1.00 4.57 0.00
C -1.69 0.69 3.30 0.01
C -2.67 0.84 2.09 0.01
O -2.19 0.72 0.84 0.08
C -3.78 -0.26 2.25 0.00
F -3.22 -1.47 2.35 0.00
F -4.58 -0.11 3.35 0.00
F -4.61 -0.30 1.19 0.00
C -3.34 2.27 2.13 0.00
F -4.16 2.53 3.20 0.00
F -2.39 3.21 2.13 0.00
F -4.12 2.48 1.05 0.00
C 1.74 -1.63 0.82 0.02
C 3.06 -1.85 0.43 0.00
C 0.55 -2.52 0.32 0.01
O -0.56 -1.86 -0.04 0.03
C 0.24 -3.55 1.48 0.00
F -0.58 -4.55 1.06 0.00
F -0.37 -2.96 2.50 0.00
F 1.35 -4.16 1.97 0.00
C 0.98 -3.39 -0.93 0.00
F 1.87 -4.39 -0.69 0.00
F -0.09 -3.97 -1.51 0.00
F 1.54 -2.61 -1.89 0.00
H 6.22 -0.58 0.79 0.00
H 5.56 -1.20 -0.73 0.00
H 5.87 -2.31 0.61 0.00
H 4.62 0.62 2.12 0.00
H 2.30 1.06 2.82 0.00
H 1.30 -0.61 4.29 0.00
H 0.42 0.00 6.49 0.00
H -1.24 1.02 7.88 0.00
H -2.86 0.55 7.35 0.00
H -2.32 2.21 7.12 0.00
H -3.15 1.40 4.68 0.00
H 3.30 -2.66 -0.25 0.00
C 1.22 5.54 0.34 0.00
C 2.04 4.25 0.34 0.01
C 2.83 4.15 1.66 0.00
C 3.02 4.26 -0.84 0.00
C 1.14 3.08 0.22 0.06
C 0.40 2.12 0.12 -0.01
H 1.86 6.42 0.48 0.00
H 0.48 5.51 1.14 0.00
H 0.68 5.65 -0.60 0.00
H 3.52 5.00 1.76 0.00
H 3.40 3.22 1.68 0.00
H 2.15 4.15 2.51 0.00
H 3.74 5.09 -0.74 0.00
H 2.48 4.37 -1.78 0.00
H 3.57 3.32 -0.87 0.00
C -3.67 -1.66 -2.87 0.00
C -2.53 -2.37 -3.60 0.00
N -2.20 -1.78 -4.91 0.00
C -3.01 -2.24 -6.02 0.00
C -2.50 -3.55 -6.62 0.00
C -1.10 -1.03 -5.21 0.00
O -0.82 -0.83 -6.39 0.00
C -0.19 -0.53 -4.14 0.00
C 1.13 -0.26 -4.49 0.04
C 2.01 0.18 -3.50 0.00
C 1.56 0.33 -2.20 0.04
N 0.27 0.13 -1.87 0.04
C -0.56 -0.27 -2.84 0.04
H -3.78 -2.06 -1.85 0.00
H -4.61 -1.79 -3.40 0.00
H -3.48 -0.59 -2.79 0.00
H -2.83 -3.40 -3.78 0.00
H -1.64 -2.42 -2.98 0.00
H -3.00 -1.47 -6.79 0.00
H -4.04 -2.36 -5.67 0.00
H -1.48 -3.40 -6.99 0.00
H -3.13 -3.87 -7.45 0.00
H -2.48 -4.34 -5.87 0.00
H 1.45 -0.41 -5.51 0.00
H 3.04 0.38 -3.73 0.00
H 2.22 0.63 -1.39 0.00
H -1.58 -0.36 -2.51 0.01

***

Entry 5:
11
Properties=species:S:1:pos:R:3:nbo_charge:R:1 method="wB97M-V/def2-TZVPD" molar_mass_g_mol=195.987 smiles="O=CC1(I)CC1" energy_ev=-14374.8985 charge=0 e_homo_ev=-9.5 homo_lumo_gap_ev=9.9
C 1.62 0.51 0.06 0.43
C -1.09 0.47 0.28 -0.41
C -0.77 -1.01 0.27 -0.41
C 0.15 -0.06 -0.41 -0.23
O 1.81 0.58 1.25 -0.51
I 0.22 -0.34 -2.55 0.07
H 2.42 0.85 -0.60 0.15
H -1.80 0.88 -0.25 0.21
H -0.84 1.08 1.15 0.23
H -0.44 -1.38 1.16 0.23
H -1.29 -1.59 -0.35 0.22

***

Entry 6:
27
Properties=species:S:1:pos:R:3:nbo_charge:R:1 method="wB97M-V/def2-TZVPD" molar_mass_g_mol=184.227 energy_ev=-16872.5549 charge=+1 e_homo_ev=-13.3 homo_lumo_gap_ev=10.6
C 0.21 -0.82 1.39 0.70
C -0.56 -1.72 3.36 0.38
C 1.63 -0.59 -1.42 -0.23
C 0.89 0.57 -0.61 -0.21
C -1.50 0.05 -0.23 -0.28
C -2.46 0.89 0.57 0.49
N 1.45 -1.19 1.74 -0.77
N -0.29 -2.45 4.26 -0.30
N 2.75 -0.99 -0.64 -0.84
N -2.25 0.96 1.86 -0.76
N -3.39 1.57 -0.11 -0.77
N -0.76 -1.03 2.29 -0.68
N -0.17 -0.11 0.30 -0.40
H 0.80 -1.28 -1.56 0.20
H 1.91 -0.11 -2.32 0.20
H 0.41 1.40 -1.24 0.24
H 1.51 0.96 0.15 0.21
H -1.35 0.32 -1.29 0.24
H -1.95 -1.07 -0.12 0.25
H 1.41 -1.75 2.56 0.43
H 3.19 -0.23 -0.30 0.37
H -1.46 -0.14 2.32 0.45
H -3.02 1.37 2.41 0.39
H -3.81 2.37 0.34 0.42
H -3.49 1.57 -1.09 0.41
H 3.42 -1.65 -1.06 0.41
H 2.17 -1.35 0.99 0.45

***

Entry 7:
70
Properties=species:S:1:pos:R:3:lowdin_spin:R:1 method="wB97M-V/def2-TZVPD" molar_mass_g_mol=765.618 multiplicity=5 energy_ev=-109350.0708 s_squared=6.10 charge=-1 e_homo_ev="-1.8 / -4.5" homo_lumo_gap_ev="3.8 / 6.3"
Cr 0.30 -1.31 -0.81 3.00
I 3.16 -0.60 0.98 0.02
C 2.89 0.27 2.87 0.07
C 4.02 0.13 3.67 0.09
C 4.06 0.73 4.91 0.03
C 2.98 1.48 5.32 0.10
C 1.82 1.63 4.53 0.01
C 0.77 2.45 5.02 0.21
C -0.39 2.65 4.27 0.05
C -0.53 2.02 3.07 0.15
C 0.46 1.14 2.52 0.14
P -0.11 0.51 0.92 0.04
C -0.26 2.09 -0.04 0.01
C 0.90 2.50 -0.70 0.00
C 0.92 3.68 -1.43 0.00
C -0.22 4.47 -1.50 0.00
C -1.37 4.07 -0.85 0.00
C -1.39 2.88 -0.12 0.00
C -1.86 0.00 1.21 0.01
C -2.24 -0.55 2.43 0.00
C -3.49 -1.13 2.58 0.00
C -4.38 -1.17 1.52 0.00
C -4.01 -0.63 0.29 0.00
C -2.75 -0.05 0.14 0.00
C 1.71 0.97 3.24 0.02
H 4.86 -0.45 3.31 0.01
H 4.94 0.62 5.54 0.00
H 3.00 1.99 6.28 0.00
H 0.90 2.93 5.99 0.01
H -1.18 3.28 4.65 0.00
H -1.45 2.18 2.52 0.01
H 1.79 1.89 -0.64 0.00
H 1.83 3.98 -1.93 0.00
H -0.21 5.39 -2.07 0.00
H -2.27 4.68 -0.90 0.00
H -2.31 2.58 0.38 0.00
H -1.54 -0.53 3.26 0.00
H -3.76 -1.56 3.54 0.00
H -5.35 -1.63 1.64 0.00
H -4.69 -0.67 -0.55 0.00
H -2.46 0.33 -0.83 0.00
C 3.59 -0.67 -3.46 0.00
C 2.21 -0.45 -2.91 0.01
O 1.97 -1.01 -1.83 0.02
C 1.26 0.38 -3.61 0.01
C 1.63 1.03 -4.81 0.00
C 0.77 1.85 -5.47 0.01
C -0.53 2.05 -4.94 0.00
C -0.93 1.44 -3.80 0.00
C -0.05 0.57 -3.09 0.00
O -0.48 0.02 -2.01 0.03
H 4.13 -1.32 -2.78 0.00
H 4.13 0.28 -3.55 0.00
H 3.54 -1.13 -4.44 0.00
H 2.63 0.89 -5.20 0.00
H 1.07 2.35 -6.38 0.00
H -1.22 2.71 -5.46 0.00
H -1.91 1.60 -3.38 0.00
S 0.00 -2.89 0.81 -0.06
C -0.73 -4.28 0.02 0.01
C -1.17 -5.36 0.79 -0.01
C -1.73 -6.48 0.19 0.00
C -1.83 -6.54 -1.19 0.00
C -1.39 -5.47 -1.97 0.00
C -0.85 -4.33 -1.37 0.00
S -0.33 -2.98 -2.35 -0.03
H -1.08 -5.29 1.87 0.00
H -2.08 -7.30 0.81 0.00
H -2.26 -7.41 -1.67 0.00
H -1.47 -5.51 -3.05 0.00

***

Entry 8:
10
Properties=species:S:1:pos:R:3:lowdin_spin:R:1 method="wB97M-V/def2-TZVPD" molar_mass_g_mol=305.638 multiplicity=2 energy_ev=-16861.1411 s_squared=0.77 charge=0 e_homo_ev="-8.4 / -7.3" homo_lumo_gap_ev="7.4 / 4.0"
C 0.23 -0.89 1.88 0.11
C 0.40 -0.03 1.00 0.27
O -0.26 -1.96 2.35 0.22
Hg 0.47 -3.13 4.18 0.10
H 0.82 0.88 0.61 0.00
C -2.58 0.48 -0.41 0.15
C -3.37 1.49 -0.51 0.06
O -4.24 2.31 -0.61 0.08
Na -2.95 -0.88 1.60 0.00
H -2.22 -0.18 -1.20 0.00

***

Entry 9:
29
Properties=species:S:1:pos:R:3:nbo_charge:R:1 method="wB97M-V/def2-TZVPD" molar_mass_g_mol=214.221 smiles=C[C@]1(O)[C@@H](n2ccnc2)O[C@@H](CO)[C@@H]1O energy_ev=-20727.9593 charge=0 e_homo_ev=-8.9 homo_lumo_gap_ev=9.5
C -1.02 -3.75 -0.44 -0.10
C -1.18 -2.52 0.06 -0.10
C -0.22 -2.46 -1.87 0.18
C 0.74 1.15 0.83 0.06
C -0.70 1.51 0.60 0.04
C -0.37 -0.30 -0.76 0.27
C 1.22 0.03 -0.14 0.22
C 2.11 0.65 -1.20 -0.68
C -1.44 2.10 1.81 -0.08
N -0.33 -3.71 -1.63 -0.45
N -0.70 -1.66 -0.91 -0.38
O -1.26 0.27 0.14 -0.52
O 1.64 2.37 0.73 -0.75
O 1.76 -1.03 0.62 -0.69
O -2.50 2.95 1.42 -0.70
H -1.14 -4.78 -0.07 0.22
H -1.91 -2.11 0.77 0.23
H 0.17 -1.96 -2.65 0.17
H 0.77 0.61 1.81 0.20
H -0.58 2.26 -0.27 0.19
H -0.34 0.27 -1.73 0.17
H 2.71 1.29 -0.56 0.27
H 1.51 1.31 -1.88 0.22
H 2.65 -0.05 -1.87 0.22
H -0.76 2.75 2.33 0.19
H -1.74 1.26 2.46 0.18
H 1.86 2.75 1.56 0.48
H 2.19 -1.58 -0.06 0.48
H -3.15 2.41 0.94 0.47

***

Entry 10:
51
Properties=species:S:1:pos:R:3:nbo_charge:R:1 method="wB97M-V/def2-TZVPD" molar_mass_g_mol=471.410 smiles="CC[C@@H](F)[C@@H](NCc1ccc(C)cc1)[C@@H](OC)S(=O)(=O)C(F)(F)C(F)(F)C(F)(F)F" energy_ev=-58173.2150 charge=0 e_homo_ev=-8.5 homo_lumo_gap_ev=9.1
C 3.80 2.49 0.65 -0.63
C 2.39 2.92 0.05 -0.45
C 1.87 2.04 -1.15 0.22
F 2.91 1.40 -1.87 -0.38
C 0.71 1.00 -0.76 -0.11
N -0.35 1.15 -1.76 -0.62
C -1.26 2.29 -1.40 -0.24
C -2.44 1.66 -0.57 -0.08
C -2.75 2.03 0.80 -0.21
C -3.85 1.33 1.47 -0.23
C -4.63 0.29 0.81 -0.01
C -5.77 -0.48 1.54 -0.64
C -4.34 -0.05 -0.59 -0.24
C -3.25 0.65 -1.23 -0.11
C 1.29 -0.49 -0.68 -0.12
O 2.42 -0.59 0.16 -0.53
C 2.16 -0.23 1.53 -0.29
S -0.01 -1.76 -0.38 1.98
O -0.66 -1.64 0.93 -0.89
O -1.10 -1.68 -1.36 -0.89
C 0.65 -3.52 -0.61 0.43
F 0.82 -3.84 -1.93 -0.29
F -0.41 -4.31 -0.18 -0.29
C 1.86 -3.90 0.31 0.55
F 1.81 -5.28 0.47 -0.30
F 1.71 -3.40 1.59 -0.29
C 3.31 -3.57 -0.24 0.93
F 3.36 -2.85 -1.38 -0.29
F 3.97 -4.75 -0.48 -0.30
F 4.02 -2.97 0.77 -0.30
H 4.28 1.63 0.13 0.24
H 3.67 2.18 1.72 0.21
H 4.46 3.39 0.68 0.22
H 2.49 3.97 -0.32 0.22
H 1.64 2.95 0.89 0.21
H 1.41 2.76 -1.88 0.18
H 0.27 1.27 0.24 0.23
H 0.02 1.36 -2.69 0.36
H -0.76 3.02 -0.70 0.17
H -1.63 2.81 -2.32 0.22
H -2.18 2.82 1.34 0.21
H -4.09 1.60 2.52 0.21
H -5.79 -0.17 2.62 0.22
H -5.46 -1.57 1.55 0.22
H -6.76 -0.44 1.03 0.22
H -4.90 -0.83 -1.15 0.22
H -3.02 0.37 -2.29 0.21
H 1.67 -0.69 -1.73 0.25
H 1.44 -0.89 2.07 0.22
H 3.15 -0.35 2.06 0.21
H 1.85 0.82 1.69 0.18